[1]
The following is a quantum chemistry calculation of C29H59IN2NaO20 as an isolated structure, from the OMol25 dataset.

Gap between HOMO and LUMO: 1.1 eV
ΔE to the lowest compared entry with this formula, charge and spin: 0.0 kcal/mol
Total charge: -1
2S+1: 1
Electronic energy: -3214.08519 hartree
LUMO: -0.645 eV

```
112
Properties=species:S:1:pos:R:3:forces:R:3
C 2.90640 2.80911 2.40326 -0.1377 -0.0007 0.0735
O 2.56240 2.76354 3.77650 0.2625 -0.0730 0.0582
C 1.19112 2.65024 4.02854 -0.3878 -0.2611 -0.1226
C 0.42767 3.94271 3.81357 0.2875 0.1684 0.3613
C -1.07913 3.77349 3.97928 0.1207 0.0776 -1.0072
C -1.74909 3.36218 2.64251 -0.0066 -0.1390 -0.0553
C -2.51789 2.02661 2.63114 -1.0422 1.7717 -0.1844
C -2.36535 1.16706 1.44824 0.6746 -0.8869 0.6241
C -2.76014 1.39229 0.19429 0.1227 -0.4794 -0.7814
I -3.71015 3.11180 -0.39883 -0.2941 0.3510 -0.1050
C -2.55558 0.36050 -0.84635 0.0627 -0.0435 0.3949
O -3.19789 0.35242 -1.89027 0.0840 0.2615 -0.4886
C -1.54687 -0.65767 -0.53148 -0.1691 0.5250 -0.5063
C -1.00021 -1.38089 -1.69946 -0.5999 -0.3201 0.2882
O 0.08058 -0.63739 -2.38904 0.5021 0.4741 0.1290
N 0.53920 0.43133 -1.70512 -0.5741 -1.0142 0.0079
O 1.59600 0.77457 -2.14943 1.0441 0.3723 -0.6458
C -1.16718 -0.92800 0.73450 -0.2930 0.2058 0.3963
C -0.21912 -1.99962 1.11043 0.0008 -0.4586 -0.2385
C 1.21934 -1.61501 0.87285 0.0692 0.1732 0.2934
O 1.47302 -0.31391 1.45043 0.0085 -0.0422 -0.1002
C -1.75325 -0.13377 1.80657 -0.3469 0.1615 -0.4477
O -1.76099 -0.48307 2.99843 0.4921 -0.1014 0.8074
H 2.09738 2.42172 1.78201 -0.0789 -0.0639 -0.0666
H 3.78486 2.18506 2.25245 0.0963 0.0316 0.0031
H 3.12276 3.83304 2.09654 0.0515 0.0630 -0.0647
H 0.75070 1.85156 3.40986 0.0637 -0.0655 -0.0102
H 1.09799 2.34797 5.07632 0.0268 -0.0438 0.0447
H 0.63260 4.31205 2.80991 -0.0386 0.1720 -0.0260
H 0.80887 4.67668 4.52542 0.0601 0.0918 -0.0313
H -1.25168 3.02382 4.75803 0.2779 0.5550 0.2918
H -1.49075 4.72251 4.31020 -0.2063 -0.0743 0.2694
H -2.42787 4.15257 2.34123 0.0871 0.0783 -0.1878
H -0.97723 3.29412 1.87780 0.0633 0.0976 -0.0675
H -3.58423 2.25549 2.77830 -0.0705 -0.0768 0.1052
H -2.20136 1.41205 3.42922 0.3305 -0.5559 -1.3762
H -0.56847 -2.33533 -1.41723 0.0281 -0.0912 -0.0494
H -1.77316 -1.51977 -2.44740 0.0556 0.0073 -0.1573
H -0.46297 -2.90828 0.53687 -0.1513 -0.1647 0.1239
H -0.37930 -2.28328 2.14473 0.0489 0.1777 0.1697
H 1.84907 -2.35825 1.34312 0.2434 -0.1659 0.0596
H 1.46218 -1.60922 -0.19396 -0.0719 0.1197 -0.0964
H 2.17289 0.10238 0.94328 0.0852 0.0144 0.0270
C -2.34248 8.21317 0.33516 0.1559 0.1054 -0.0575
N -2.13213 6.89059 0.97847 -0.1197 -0.2057 -0.0772
O -0.99978 6.53652 1.23249 0.0190 0.0930 0.0683
O -3.13108 6.23356 1.19840 0.0427 0.1435 0.1113
H -1.37661 8.67454 0.17192 0.0360 -0.0589 -0.0096
H -2.84668 8.02480 -0.60691 -0.0142 0.0240 -0.0068
H -2.96115 8.80232 1.00553 -0.0720 -0.0544 -0.0083
C -1.71064 9.02981 -4.48791 -0.0281 -0.0699 0.0062
C -0.80250 8.75156 -3.30214 0.0377 0.0271 -0.0071
O -1.13396 7.57869 -2.58173 -0.0439 0.0550 0.0438
C -1.07715 6.36215 -3.31968 -0.0386 -0.1331 -0.0097
C 0.28114 6.05151 -3.92031 -0.0260 0.1743 0.1044
H -2.75602 9.04143 -4.17563 -0.0009 0.0211 -0.0003
H -1.46533 9.99937 -4.92284 -0.0031 0.0170 0.0104
H -1.60035 8.27893 -5.27055 0.0244 0.0081 -0.0102
H -0.88708 9.56161 -2.57496 -0.0009 0.0015 0.0026
H 0.24437 8.72183 -3.62420 -0.0060 -0.0207 -0.0140
H -1.84076 6.35718 -4.10574 -0.0161 0.0406 0.0176
H -1.36059 5.59372 -2.59978 0.0282 -0.0093 -0.0020
H 0.55142 6.75357 -4.70962 0.0009 -0.0357 -0.0437
H 0.26749 5.06078 -4.36805 0.0009 -0.0173 -0.0006
H 1.06261 6.08168 -3.15967 -0.0200 -0.0379 0.0281
O 3.59110 -0.87175 -3.46814 0.3320 -0.1474 -0.4800
H 3.88474 -0.34174 -4.26645 -0.1347 -0.3146 0.1985
H 3.31189 -1.79844 -3.73379 0.0046 0.3705 0.0864
H 2.84518 -0.38841 -3.01320 -0.7637 0.3363 0.4651
O 1.83891 4.30412 -6.22301 0.0111 -0.0926 -0.0504
H 1.61401 3.40205 -5.96611 0.0355 -0.0825 -0.0137
H 2.36405 4.19217 -7.02120 0.0058 0.0183 0.0008
C 0.43504 0.45385 -6.93005 -0.0348 -0.0444 -0.0429
O 1.53022 0.76427 -6.06726 0.0094 0.0855 0.2380
H 0.78106 0.61381 -7.94805 -0.0019 -0.0029 -0.0107
H 0.12169 -0.58603 -6.82155 0.0207 -0.0053 -0.0093
H -0.42388 1.10125 -6.74081 0.0303 0.0155 0.0039
H 1.22857 0.62808 -5.16181 -0.0758 0.0373 -0.0006
C 4.96134 -5.13087 3.00360 -0.1186 0.0493 0.0700
C 4.24152 -6.22264 2.23966 0.1173 -0.0820 -0.1234
O 2.94284 -6.48831 2.77871 0.0803 0.0055 0.0610
C 1.98778 -5.61750 2.43885 -0.0702 0.0475 -0.0260
O 2.14747 -4.65290 1.72870 0.0531 0.0971 0.0061
O 0.86204 -5.99955 3.00682 -0.1875 -0.0134 -0.0442
C -0.28820 -5.14082 2.78197 0.0104 -0.0059 -0.0255
H 5.00095 -5.37587 4.06575 0.0488 -0.0253 -0.0052
H 5.98097 -5.02370 2.63055 0.0140 -0.0150 -0.0009
H 4.44668 -4.17761 2.88937 0.0062 -0.0015 -0.0310
H 4.76935 -7.17033 2.32504 -0.0398 -0.0299 0.0335
H 4.15209 -5.97764 1.18168 -0.0542 0.0476 0.0089
H -0.50965 -4.97201 1.72517 -0.0042 -0.0402 -0.0044
H -0.12326 -4.19322 3.29462 0.0233 0.0039 -0.0141
H -1.12801 -5.66051 3.23105 0.0490 -0.0682 0.0375
C -1.22604 -8.55168 -0.00914 0.0510 0.0262 -0.0635
C 0.05487 -9.27728 0.35457 -0.0252 0.1916 0.1219
O 1.17519 -8.38178 0.39181 0.0327 0.0093 -0.1032
H -1.12741 -8.05281 -0.97484 -0.0140 -0.0151 -0.0109
H -2.06040 -9.25343 -0.05450 -0.0013 -0.0102 0.0286
H -1.46648 -7.77918 0.72513 -0.0194 -0.0141 0.0100
H 0.29901 -10.03336 -0.38950 0.0397 -0.0300 0.0150
H -0.05367 -9.78112 1.31551 0.0056 -0.0696 -0.0226
H 0.97908 -7.71898 1.06133 -0.0251 -0.0389 0.0548
C -0.16358 -12.28425 2.68327 0.1863 -0.3291 -0.4959
O -0.49381 -11.66134 3.71786 -0.0350 0.0633 0.0749
O -0.85195 -12.21599 1.61879 -0.0624 0.0761 0.2286
O 0.87382 -13.01250 2.64232 -0.1111 0.1377 0.1892
Na -2.24156 1.44111 5.03368 -0.3058 -1.1373 1.7452
C -3.09608 -3.63698 0.81558 -0.0680 0.6891 0.1742
O -2.05732 -4.36807 0.36370 0.1145 -0.0478 -0.1056
H -3.20914 -3.55782 1.93724 0.1917 -0.1256 -0.1031
H -3.03193 -2.56319 0.48626 -0.2328 -0.1242 0.2528
H -4.12701 -3.92585 0.49131 0.1750 -0.2911 -0.1761
```
Positions in Å, forces in eV/Å.

These are the Löwdin partial charges, in e, on atoms 1 to 6: number 1, C, carries -0.095; number 2, O, carries -0.167; number 3, C, carries -0.249; number 4, C, carries -0.175; number 5, C, carries -0.172; number 6, C, carries -0.168

---

[2]
The following is a quantum chemistry calculation of a 7-piece molecular cluster, C29H60BrNO22PS2 overall, from the OMol25 dataset.

Gap between HOMO and LUMO: 6.4 eV
Total charge: -1
2S+1: 1
Electronic energy: -6562.63438 hartree
LUMO: 1.812 eV

```
116
Properties=species:S:1:pos:R:3:forces:R:3
C -2.02564 -3.75349 -1.88232 -0.6338 0.0288 -0.6823
C -3.08023 -4.47112 -0.97135 0.1284 0.2411 -1.1585
N -2.60143 -4.86996 0.37623 0.6800 1.0908 0.4386
C -3.17208 -4.04640 1.46637 -0.6108 -0.3403 0.8013
C -4.72341 -4.32109 1.66769 0.5809 0.2853 -0.3410
C -1.17202 -4.98828 0.45496 -0.1613 -1.6719 0.4206
S -0.51052 -6.48618 0.10988 -0.4350 1.5533 -0.0754
S -0.01911 -3.63053 0.83601 -0.4418 -0.3860 0.1815
C -0.25319 -3.04905 2.56583 -0.2667 0.0621 1.5589
C 0.25339 -1.58274 2.83162 1.4761 -0.2721 -0.5326
C 0.49483 -0.70665 1.54884 -0.2856 0.9735 1.9625
P -1.09018 -0.06645 0.67220 2.4437 -0.6534 -3.9342
C -2.39773 0.50479 -0.64006 0.0099 0.1346 0.3018
O -2.24198 -0.32982 -1.82974 -0.7011 -0.2957 0.8996
O -1.18636 0.14398 -2.61699 1.2805 0.6275 -0.5541
O -2.22288 -0.70867 1.79885 -0.7948 0.6725 1.0048
C -2.71132 0.21594 2.75223 1.8166 0.4424 0.5269
C -2.11301 1.64688 2.34530 -0.1582 -1.1396 0.5791
Br -3.75523 2.65436 1.71994 0.1730 0.5428 -0.2540
O -1.07943 1.53190 1.44308 -2.2658 0.1207 2.3489
H -1.51880 -2.89263 -1.39410 -0.3367 -0.7229 -0.2129
H -1.30480 -4.47664 -2.33329 -0.3396 0.5473 0.6134
H -2.59314 -3.32152 -2.74564 0.3988 -0.2933 0.6160
H -3.44530 -5.37024 -1.51928 0.2396 0.4440 0.3912
H -3.95590 -3.78120 -0.89841 0.6838 -0.5589 0.3994
H -2.93739 -2.96293 1.33800 -0.3037 -0.5901 0.1253
H -2.69698 -4.40228 2.41216 -0.1988 0.2871 -0.7797
H -4.96508 -5.38129 1.42402 0.1827 0.7711 0.0147
H -5.32705 -3.62459 1.04708 0.2591 -0.6274 0.2868
H -5.02555 -4.15924 2.72410 0.3475 0.0362 -0.5899
H -1.29114 -3.12002 2.94965 0.6174 -0.0107 -0.7586
H 0.35223 -3.73218 3.21400 -0.4912 0.3855 -0.6276
H 1.24830 -1.67904 3.34629 -0.7429 0.0134 -0.3171
H -0.40016 -1.07411 3.57569 0.2476 -0.3700 -0.7407
H 1.02594 0.21731 1.91116 -0.3419 -0.7034 -0.2710
H 1.20682 -1.16931 0.82084 -0.8756 0.1255 0.3985
H -0.98504 -1.23226 -0.18567 -0.6002 -0.2764 0.6611
H -0.13052 0.55746 -0.24547 0.0351 -0.0199 0.0929
H -2.18637 1.55326 -0.94429 -0.4524 -0.5514 0.2546
H -3.44714 0.33055 -0.30834 0.5430 0.2346 -0.5441
H -0.38201 -0.37275 -2.44061 -0.5106 -0.1594 0.8017
H -2.25802 0.06677 3.77743 -0.0389 -0.3930 -0.7539
H -3.79646 0.17387 2.97099 0.4534 0.1245 -0.8980
H -1.85435 2.16092 3.29681 -0.1009 0.0912 -0.9843
C 1.33856 1.16957 9.03246 0.0563 -0.0640 0.3101
O 1.00371 0.92695 7.66899 0.0278 -0.0054 0.0564
C 0.87294 2.03559 6.93425 -0.1678 -0.3527 -0.4150
O 1.01301 3.16277 7.32945 -0.0998 0.1007 0.2008
O 0.56355 1.67289 5.69277 0.0392 -0.0043 0.1997
C 0.39364 2.76680 4.78676 -0.0472 0.2562 -0.4579
H 1.41740 0.20262 9.52533 -0.0480 -0.0530 -0.2259
H 2.29956 1.67943 9.10910 -0.1093 0.1018 -0.0015
H 0.55683 1.74937 9.52415 0.1083 0.1025 -0.0646
H 1.31758 3.33890 4.69528 -0.0728 0.0353 0.1432
H -0.42617 3.40976 5.10993 0.1401 0.0242 0.0950
H 0.14693 2.35264 3.81121 0.1153 -0.2258 0.1307
C 6.89988 4.00034 3.53683 0.2666 -0.0582 -0.2455
O 5.67025 4.44395 4.10533 -0.0051 0.0340 0.0121
C 5.43717 3.97346 5.33323 -0.2972 0.1873 -0.1352
O 6.15734 3.24159 5.95646 0.1469 -0.0885 0.0800
O 4.26488 4.45853 5.74415 0.0985 -0.0065 -0.0696
C 3.88263 4.03312 7.05291 -0.1264 0.1030 0.4091
H 6.97918 4.44371 2.54628 -0.2156 0.0747 0.0829
H 7.74557 4.33513 4.13830 -0.0546 -0.1393 0.0598
H 6.90774 2.91510 3.43480 0.0501 0.0434 0.1399
H 4.60884 4.36976 7.79453 0.1080 -0.1580 -0.1045
H 3.77268 2.94944 7.08761 0.1404 0.0437 0.0103
H 2.92173 4.48447 7.27793 0.0460 0.0223 -0.2615
C -10.53930 -6.14973 -1.39857 -0.3316 0.0662 -0.0690
O -9.22760 -5.98328 -0.86747 -0.0136 0.0133 0.0196
C -8.37076 -6.94470 -1.22297 0.2369 0.2500 0.2174
O -8.62152 -7.88858 -1.92242 -0.0976 -0.1404 -0.1092
O -7.19177 -6.67149 -0.66522 -0.1484 0.0293 0.0117
C -6.16839 -7.62103 -0.96123 0.4463 -0.1705 -0.0198
H -11.14191 -5.31545 -1.04492 0.2193 0.0416 0.0934
H -10.51939 -6.12872 -2.48840 0.0217 -0.1495 0.0506
H -10.98485 -7.07854 -1.04123 0.0818 -0.0310 -0.1360
H -5.97374 -7.65309 -2.03327 -0.1166 -0.0860 0.0351
H -6.43851 -8.61108 -0.59299 -0.0836 0.0394 -0.1262
H -5.26245 -7.29314 -0.45425 -0.1604 0.1707 0.0490
C 0.61124 3.06462 -4.90904 -0.4077 0.0764 0.0151
O 1.96747 2.92107 -5.33994 0.1264 0.0244 -0.0801
C 2.80216 2.50422 -4.38623 -0.1293 0.0747 -0.2520
O 2.51038 2.25485 -3.25133 0.0342 -0.0413 0.1654
O 4.02662 2.41314 -4.91936 0.0933 0.0260 -0.1192
C 5.02469 1.97431 -4.00080 0.3087 -0.0957 0.1459
H 0.02752 3.40632 -5.76191 0.2356 -0.0483 -0.1010
H 0.21118 2.10804 -4.57482 0.1175 0.0820 0.1624
H 0.53578 3.81001 -4.11713 0.0449 -0.1747 0.0875
H 4.79600 0.97477 -3.63089 -0.0756 0.1186 0.1133
H 5.12077 2.67712 -3.17273 -0.1174 -0.1269 0.0531
H 5.97253 1.93696 -4.53535 -0.1583 0.0774 -0.1798
C -5.90918 4.07068 -5.92557 -0.1731 0.2024 -0.0947
O -5.47868 3.01096 -5.07862 -0.0963 0.0758 -0.0513
C -4.25560 2.54691 -5.36570 0.0568 -0.4437 0.4889
O -3.54127 2.94960 -6.24656 0.0024 0.1869 -0.1924
O -3.97440 1.57040 -4.50984 -0.1617 0.2717 -0.2982
C -2.68477 0.97367 -4.69915 0.0176 -0.5651 -0.1439
H -6.90611 4.36307 -5.60058 0.0571 -0.1686 0.1480
H -5.24589 4.93134 -5.83404 0.0510 -0.0880 -0.1240
H -5.96372 3.73782 -6.96273 0.1475 0.0681 0.0202
H -1.89794 1.71087 -4.55996 -0.1243 0.0122 -0.0567
H -2.61559 0.51659 -5.68927 -0.0289 0.2632 -0.0774
H -2.56321 0.19493 -3.95146 -0.4553 0.3929 -0.2619
C 8.71420 4.40645 -4.89490 -0.2422 0.2939 -0.1890
O 9.14678 3.34511 -4.04478 0.0136 -0.0403 0.0366
C 10.36613 2.88298 -4.32751 -0.2253 -0.0935 0.2286
O 11.08626 3.27905 -5.20266 0.1203 0.0556 -0.1230
O 10.64467 1.90219 -3.46583 -0.0393 0.0184 0.0126
C 11.92864 1.31105 -3.65344 0.2988 -0.2283 0.0458
H 7.71625 4.69901 -4.57464 0.0626 -0.1973 0.1677
H 9.37513 5.26860 -4.80405 0.0666 -0.1122 -0.0994
H 8.66065 4.07236 -5.93114 0.1527 0.0444 0.0360
H 12.71750 2.05020 -3.51241 -0.0520 0.0039 -0.1526
H 12.00237 0.85544 -4.64105 0.0396 0.1553 -0.0072
H 12.04165 0.53285 -2.90142 -0.2236 0.0931 0.0407
```
Positions in Å, forces in eV/Å.

These are the Löwdin partial charges, in e, on atoms 1 to 6: number 1, C, carries -0.111; number 2, C, carries -0.223; number 3, N, carries -0.237; number 4, C, carries -0.239; number 5, C, carries -0.074; number 6, C, carries -1.054

---

Among the records above, which one has the highest gap between HOMO and LUMO?
C29H60BrNO22PS2

---

The lowest gap between HOMO and LUMO belongs to which entry?
C29H59IN2NaO20